17
Properties=species:S:1:pos:R:3:forces:R:3:lowdin_charge:R:1 method="wB97M-V/def2-TZVPD" energy_ev=-7862.824 total_charge=0 e_homo_ha=-0.305 smiles="CC/C=C/N.O" e_lumo_ev=0.906 e_above_lowest_ev=1.730 orbital_gap_ev=9.19
H -2.98421 0.27093 1.44068 0.244 -0.157 -0.522 0.029
C 2.83072 0.13521 -0.04120 0.117 -0.667 -0.096 -0.126
C -0.26415 -0.79156 -0.27707 0.650 0.537 0.903 -0.239
H 2.91432 0.56676 -1.07789 -0.142 -0.329 1.070 0.085
H 2.81891 -0.96382 -0.13130 -0.069 0.307 -0.240 0.064
C 0.33150 0.41225 -0.28656 1.766 -1.135 -0.365 -0.136
H 1.22725 0.04431 1.55628 0.750 0.289 0.377 0.096
H 0.16272 -1.54626 0.41114 -0.795 0.358 -0.228 0.129
H 3.75504 0.34644 0.51462 -0.277 0.286 -0.085 0.060
H -2.18668 0.24882 0.04566 -0.869 0.031 1.282 -0.029
H 1.65082 1.67755 0.79833 -0.232 -0.202 0.773 0.097
C 1.53869 0.59584 0.67242 -0.621 0.470 -2.313 -0.253
N -1.48720 -1.07749 -0.89120 0.304 -0.097 -1.039 0.011
H -1.74369 -2.04568 -1.01012 0.184 0.009 -0.012 0.096
O -2.57658 0.81451 0.75555 -0.084 0.525 -0.161 -0.106
H 0.30462 1.08243 -1.15889 -0.726 0.059 0.643 0.115
H -1.58143 -0.55245 -1.75712 -0.200 -0.285 0.013 0.107